Record 1
Density functional theory data (wB97M-V/def2-TZVPD) for one molecule with the formula C26H26FNO6.

Its energy above the lowest of the compared OMol25 structures with the same formula, charge and spin is 0.0000 eV. The SMILES is COc1ccc(O[C@H]2C(=O)N(Cc3ccc(F)cc3)[C@@H]2c2cc(OC)c(OC)c(OC)c2)cc1. For the highest occupied orbital energy, the calculation gives -8.01 eV. The value obtained for the LUMO energy is 0.591 eV.

Last column: Mulliken charge in e.
Atoms and positions in Å:
C -4.56055 -0.97253 -5.67291  -0.8502
O -4.26827 -0.55142 -4.36335  -0.4366
C -3.15490 -1.05343 -3.75397  0.8068
C -2.91053 -0.60147 -2.45937  -1.0149
C -1.81425 -1.04173 -1.74404  0.1803
C -0.93541 -1.95374 -2.31744  0.0782
O 0.18702 -2.45355 -1.70172  -0.4340
C 0.38854 -2.15034 -0.36170  0.0264
C 1.71842 -2.70359 0.20298  0.2184
O 2.19865 -3.78885 0.37239  -0.7224
N 2.14584 -1.45921 0.49639  0.1961
C 3.36302 -0.93270 1.05993  -1.2830
C 4.08832 -0.11009 0.02718  0.3038
C 3.83461 1.25146 -0.08472  -0.0663
C 4.44840 2.00417 -1.06969  -0.7640
C 5.31501 1.37277 -1.94311  0.3825
F 5.92021 2.10053 -2.90452  -0.3324
C 5.57789 0.01722 -1.86119  -0.6526
C 4.95453 -0.72049 -0.87147  -0.3008
C 0.99258 -0.74455 -0.03408  -0.2698
C 0.26533 0.09679 0.96646  -0.9609
C 0.05678 -0.39455 2.25166  -0.0777
C -0.61976 0.36886 3.18832  0.3913
O -0.83138 -0.02838 4.47491  -0.4956
C -0.30548 -1.26353 4.89781  -0.9386
C -1.12904 1.63995 2.84470  1.0372
O -1.77631 2.41376 3.78800  -0.5694
C -2.96694 1.87816 4.33395  -0.7670
C -0.90841 2.13160 1.55293  0.1081
O -1.28987 3.33305 1.05429  -0.4195
C -2.06574 4.24193 1.80577  -0.7912
C -0.20396 1.34855 0.63207  -0.4049
C -1.17342 -2.40397 -3.61083  -1.0721
C -2.26962 -1.96142 -4.32640  -0.1279
H -5.47590 -0.45278 -5.95186  0.2413
H -3.76311 -0.69906 -6.37165  0.3376
H -4.73052 -2.05319 -5.72035  0.3355
H -3.59707 0.10711 -2.02437  0.4258
H -1.65208 -0.65980 -0.74830  0.3622
H -0.48187 -2.40479 0.25573  0.7254
H 3.11450 -0.31642 1.93186  0.3500
H 3.96207 -1.78971 1.37515  0.5555
H 3.15039 1.72664 0.60314  0.3933
H 4.26333 3.06210 -1.16704  0.4446
H 6.25607 -0.44151 -2.56296  0.4324
H 5.13963 -1.78142 -0.79617  0.4239
H 1.22737 -0.17399 -0.93870  0.3545
H 0.44322 -1.36796 2.50646  0.5967
H -0.74601 -2.10022 4.34659  0.3604
H -0.57076 -1.34702 5.95065  0.2600
H 0.78346 -1.29295 4.79657  0.3444
H -2.77267 0.99599 4.94586  0.2419
H -3.68074 1.62025 3.54335  0.3156
H -3.38327 2.66926 4.95553  0.2848
H -3.05394 3.83534 2.03460  0.2768
H -2.17766 5.11353 1.16078  0.2860
H -1.56814 4.52920 2.73313  0.2973
H -0.05338 1.75557 -0.35514  0.5607
H -0.48316 -3.10908 -4.04545  0.4243
H -2.42107 -2.33435 -5.32665  0.3922

Record 2
Density functional theory data (wB97M-V/def2-TZVPD) for one molecule with the formula C5H7NO at a distorted geometry.

Its energy above the lowest of the compared OMol25 structures with the same formula, charge and spin is 0.7735 eV. The SMILES is C[C@H](C#N)CC=O. For the highest occupied orbital energy, the calculation gives -10.51 eV. The value obtained for the LUMO energy is 0.751 eV.

Last column: Mulliken charge in e.
Atoms and positions in Å:
C 0.00866 -0.61924 1.54460  -1.5141
C 0.43614 -0.41429 0.08507  0.7697
C 1.89989 -0.32345 -0.01220  0.0114
N 3.05126 -0.23601 -0.09225  -0.4438
C -0.22388 0.82180 -0.55500  -0.9313
C -1.33477 0.46774 -1.51774  0.0900
O -1.65830 -0.65960 -1.80693  -0.4766
H 0.46240 -1.52134 1.96416  0.3913
H -1.07947 -0.72422 1.59774  0.3709
H 0.30904 0.23479 2.16079  0.3655
H 0.12358 -1.28943 -0.49844  0.2736
H -0.64385 1.48824 0.21083  0.3541
H 0.49879 1.43495 -1.10891  0.3906
H -1.84949 1.34007 -1.97170  0.3486

Record 3
Density functional theory data (wB97M-V/def2-TZVPD) for a 2-piece molecular cluster, C5H11O3 overall at a distorted geometry.

The net charge is -1. Its energy above the lowest of the compared OMol25 structures with the same formula, charge and spin is 9.4763 eV. For the highest occupied orbital energy, the calculation gives -3.95 eV. The value obtained for the LUMO energy is -0.259 eV.

Last column: Mulliken charge in e.
Atoms and positions in Å:
O 0.72973 -2.81573 -1.09628  -0.6108
C 0.30626 -2.29138 0.03546  -0.3873
C -0.81625 -1.22128 -0.24170  -0.7001
C -0.21544 0.08388 -0.77542  -0.5974
C 0.78013 0.76744 0.08887  -0.3930
C 0.34804 0.98572 1.59366  -0.4327
O 0.00263 -0.12975 2.21190  -0.5125
H -0.13605 -3.00029 0.78802  0.2871
H 1.15409 -1.97855 0.69100  0.2969
H -1.49085 -0.99820 0.57691  0.4233
H 0.10448 -0.07821 -1.81015  0.3457
H 1.80752 0.39761 0.00880  0.3661
H 0.75567 1.81031 -0.31624  0.3173
H -1.03980 0.81963 -0.82675  0.3438
H 1.02843 1.70035 2.09961  0.3553
H -0.55613 1.63100 1.45532  0.2144
H -1.37547 -1.83215 -0.95573  0.4137
H -0.90598 3.49289 -1.88960  0.1374
O -0.48101 2.65670 -1.63767  -0.8673

Record 4
Density functional theory data (wB97M-V/def2-TZVPD) for C49H87AgN2O17 as an isolated structure at a distorted geometry.

The net charge is +1. As for the spin multiplicity: 2. For the highest occupied orbital energy (alpha / beta), the calculation gives -10.50 / -10.50 eV. The value obtained for the LUMO energy (alpha / beta) is -3.122 / -6.793 eV. As for the expectation value of S²: 0.7540.

Last column: Mulliken charge in e.
Atoms and positions in Å:
Ag -6.36644 6.85668 -28.49045  0.4815
C -2.96305 6.83256 -25.77975  0.9766
C -3.67875 8.01526 -26.48132  0.9668
C -2.67370 8.71349 -27.40381  1.1589
O -4.81762 7.61518 -27.10955  0.3887
H -3.49937 6.54371 -24.87487  -0.4735
H -1.96649 7.18573 -25.49455  -0.4710
H -2.92225 6.01877 -26.50246  -0.5051
H -3.85495 8.80188 -25.72613  -1.3883
H -3.09335 9.63639 -27.81322  -0.8808
H -2.42327 8.09053 -28.26910  0.5958
H -1.74897 8.99595 -26.88833  -1.1459
C 0.57168 9.23373 -24.53965  0.3999
C 1.79422 9.35867 -23.59288  1.9632
C 1.47113 10.17216 -22.31797  -0.9165
C 0.53474 9.49820 -21.34492  0.0378
C 1.03056 8.08046 -21.03238  -1.7480
C 1.49395 7.20280 -22.23700  1.9872
N 2.25655 8.05155 -23.18670  0.5322
O 2.84799 7.30749 -24.17029  -0.1771
C 2.47165 6.16271 -21.68877  -1.8674
C 0.32139 6.42024 -22.83971  -1.4099
C 2.85497 10.12866 -24.36410  -2.0757
H -0.27857 8.85900 -23.97569  -0.3652
H 0.82910 8.52854 -25.33121  -0.1559
H 0.37067 10.21607 -24.96161  -0.1864
H 2.41838 10.28802 -21.78225  0.5695
H 1.09527 11.15203 -22.61333  -0.1771
H -0.49077 9.38443 -21.71669  -0.5223
H 0.28489 10.07257 -20.45190  0.7203
H 0.14875 7.58852 -20.61474  0.5914
H 1.76975 8.08074 -20.23057  0.4400
H 3.43261 6.62243 -21.44551  0.4838
H 2.08990 5.65755 -20.80246  0.4459
H 2.69265 5.32804 -22.35759  0.3570
H -0.55024 7.08050 -22.92764  -0.1758
H 0.46767 6.09784 -23.86997  -0.1041
H -0.00937 5.62828 -22.17438  0.7562
H 3.73565 10.33390 -23.74807  0.5633
H 2.56178 11.12357 -24.69356  0.3337
H 3.14851 9.62332 -25.28715  0.5342
H 3.79618 7.53459 -24.08458  0.3775
C 1.64735 12.83066 -26.45460  -1.8616
C 0.93634 13.87093 -25.59720  2.1975
C 0.69541 15.17262 -26.37684  -1.3723
C -0.48176 15.10942 -27.31210  -0.4988
C -1.73356 14.64105 -26.59916  -1.4264
C -1.61654 13.36679 -25.74670  2.0497
N -0.36432 13.38563 -24.99331  -0.5062
O -0.20772 12.12774 -24.31649  0.2103
C -2.84131 13.30589 -24.81838  -1.1762
C -1.66479 12.21710 -26.78944  0.1315
C 1.74323 14.22333 -24.34754  -1.8775
H 1.07979 12.67504 -27.37287  0.4609
H 1.72191 11.83816 -26.00395  -0.4676
H 2.67959 13.12033 -26.65283  0.5688
H 0.52568 16.03635 -25.72931  0.3327
H 1.54515 15.41747 -27.01983  0.5056
H -0.30196 14.39848 -28.13022  0.0219
H -0.69773 16.06189 -27.79723  0.5296
H -2.55346 14.56943 -27.31761  0.4575
H -2.01455 15.50284 -25.97764  0.4374
H -3.71521 13.82444 -25.20008  0.3590
H -3.04277 12.23914 -24.70969  -0.8998
H -2.68329 13.70895 -23.81639  0.5644
H -2.62740 12.17276 -27.30586  -0.4976
H -0.97189 12.43130 -27.60557  0.0235
H -1.45348 11.21534 -26.40621  -0.5628
H 1.89405 13.42177 -23.62095  0.2094
H 1.23365 14.98770 -23.75915  0.4634
H 2.71931 14.59777 -24.66622  0.4297
H -0.32751 12.44488 -23.41246  0.3230
O -2.95172 9.00453 -33.98560  -0.6073
C -3.26098 9.48136 -32.93217  0.4282
O -3.38166 8.68940 -31.85176  -0.4226
C -3.72072 9.43589 -30.68617  2.0952
C -4.09000 10.84492 -31.14823  -0.3298
C -3.54941 10.90313 -32.59553  -0.6262
H -2.83002 9.56429 -30.06804  -1.4936
H -4.52275 8.91502 -30.15987  -0.1972
H -3.56720 11.60371 -30.57073  -0.0070
H -5.16019 11.04466 -31.18003  0.4633
H -2.59984 11.42937 -32.74162  0.2263
H -4.16287 11.41108 -33.33762  0.3722
O -3.77431 9.16474 -19.60359  -0.6341
C -3.81649 9.30248 -20.79052  0.2971
O -2.85847 8.75575 -21.56339  -0.5589
C -3.00109 9.06299 -22.95198  2.5069
C -4.09218 10.13769 -22.98853  0.9784
C -4.79000 10.09475 -21.63010  -0.4469
H -3.23985 8.08727 -23.38167  -1.1789
H -2.03576 9.43320 -23.29920  -0.4507
H -4.81498 9.79391 -23.73108  -0.5523
H -3.65299 11.09015 -23.27042  -0.4590
H -5.67740 9.46293 -21.67639  0.3063
H -4.92463 11.03111 -21.09828  0.3262
O -5.63693 4.59461 -27.89066  -0.6333
C -4.91185 3.90190 -27.22980  0.4403
O -5.35757 3.35347 -26.06149  -0.2959
C -4.31720 2.57646 -25.43762  -0.5796
C -3.04437 3.01016 -26.18509  0.2331
C -3.56116 3.39831 -27.54261  -0.4631
H -4.53640 1.51591 -25.56938  0.3227
H -4.20883 2.74802 -24.36909  0.2524
H -2.34942 2.17098 -26.20827  0.5427
H -2.58495 3.84735 -25.66188  -0.3691
H -3.68446 2.58209 -28.26082  0.4689
H -2.93626 4.13615 -28.04577  0.2707
O -5.24775 3.75291 -21.22660  -0.6018
C -5.43467 4.62206 -22.01922  0.2059
O -6.01518 4.36572 -23.21551  -0.3610
C -6.25766 5.54418 -23.98159  0.0689
C -5.99682 6.70332 -23.01175  0.4454
C -5.10924 6.10134 -21.93659  0.1477
H -7.29915 5.51343 -24.30060  0.3297
H -5.62351 5.58540 -24.86607  -0.4353
H -6.90777 7.09707 -22.56276  0.4418
H -5.59245 7.48734 -23.65961  -0.4886
H -5.34240 6.34111 -20.89938  0.4841
H -4.02468 6.12261 -22.07274  -0.2169
O -5.81559 12.57029 -24.64994  -0.5196
C -5.83347 12.22500 -25.78718  0.0114
O -6.63031 12.79450 -26.72130  -0.4090
C -6.27756 12.34528 -28.04122  -0.5861
C -5.19960 11.25484 -27.89628  1.0942
C -5.08075 11.05568 -26.40224  2.1406
H -5.92852 13.23773 -28.55808  0.3078
H -7.16848 11.92767 -28.50860  0.2726
H -4.23013 11.60003 -28.25094  -0.9843
H -5.45048 10.30476 -28.35872  -0.2633
H -4.05314 11.12972 -26.04629  -1.0046
H -5.49884 10.15799 -25.94592  0.0590
O 1.59569 3.24985 -29.29650  -0.5816
C 1.27517 3.87302 -28.33152  0.3180
O 1.90342 4.95663 -27.89265  -0.4111
C 1.41613 5.46318 -26.64666  0.0241
C 0.01673 4.84230 -26.56398  0.5708
C 0.19344 3.54182 -27.34006  -0.4312
H 1.37678 6.54961 -26.67885  -0.1225
H 2.12494 5.10662 -25.89560  0.1497
H -0.64954 5.59231 -26.99841  -0.3735
H -0.34732 4.78177 -25.53689  0.4026
H -0.67963 3.17289 -27.87098  0.1754
H 0.60447 2.77318 -26.68128  0.3301
O -0.37912 12.21637 -30.05192  -0.6199
C -0.14351 11.04971 -29.84138  0.3090
O -0.40006 10.12652 -30.78096  -0.3638
C -0.19403 8.82819 -30.21133  -0.3047
C 0.68895 9.00505 -28.97524  -0.0833
C 0.53500 10.49884 -28.60720  1.4734
H 0.27254 8.12588 -30.89640  0.4296
H -1.18625 8.48578 -29.90268  -0.0382
H 1.66292 8.67795 -29.34431  0.4179
H 0.38532 8.33929 -28.16700  -0.5051
H 1.47807 11.01333 -28.44884  0.8254
H -0.16012 10.63315 -27.77864  -0.9994

Record 5
Density functional theory data (wB97M-V/def2-TZVPD) for a 2-piece molecular cluster, C8H20BO5 overall.

The net charge is -1. For the highest occupied orbital energy, the calculation gives -3.79 eV. The value obtained for the LUMO energy is 2.717 eV.

Last column: Mulliken charge in e.
Atoms and positions in Å:
C 4.67389 1.35427 0.59863  -1.1443
C 3.63660 2.47340 0.37715  -0.3573
C 2.23683 1.92595 0.07134  -0.5896
C 1.13616 3.00136 0.15117  -0.5887
O 0.13951 2.73419 1.08875  -0.7725
B -0.71133 1.59135 0.77149  1.2654
O -1.08084 1.47532 -0.66173  -0.5545
C -2.24520 0.66161 -0.65662  -0.2713
C -2.64632 0.53392 0.85282  -0.2677
O -2.05311 1.66178 1.41238  -0.7421
H 5.01144 1.32129 1.63350  0.2809
H 5.52984 1.45072 -0.06922  0.3102
H 4.21703 0.38372 0.38935  0.3402
H 3.96584 3.12918 -0.43105  0.2712
H 3.53229 3.05641 1.29510  0.3340
H 2.23111 1.48688 -0.93089  0.2264
H 2.02322 1.12743 0.78107  0.3618
H 1.61173 3.94451 0.45317  0.4707
H 0.70885 3.16657 -0.84383  0.1818
H -0.16280 0.51597 1.17077  -0.3836
H -3.03159 1.21957 -1.18005  0.2516
H -1.98378 -0.27961 -1.14670  0.0465
H -3.72585 0.47059 1.03241  0.3607
H -2.23415 -0.41879 1.20405  0.0051
C -2.24446 -3.74413 0.12079  -0.3568
C -2.57541 -4.04391 -1.32537  -0.5144
O -1.39786 -4.01513 -2.13288  -0.5239
O -1.62817 -2.48489 0.26539  -0.4133
H -3.15487 -3.73319 0.72324  0.3006
H -1.58033 -4.53401 0.50883  0.2549
H -3.22996 -3.27068 -1.72560  0.2781
H -3.07489 -5.01580 -1.41381  0.3363
H -0.85583 -4.77207 -1.89470  0.3070
H -1.03762 -2.37378 -0.48894  0.2965

Record 6
Density functional theory data (wB97M-V/def2-TZVPD) for one molecule with the formula C3H9N3S at a distorted geometry.

Its energy above the lowest of the compared OMol25 structures with the same formula, charge and spin is 2.0496 eV. The SMILES is CN(C)/N=C\NS. For the highest occupied orbital energy, the calculation gives -8.57 eV. The value obtained for the LUMO energy is 0.840 eV.

Last column: Mulliken charge in e.
Atoms and positions in Å:
C 0.51319 1.66186 -1.26073  -0.8802
N 0.31351 0.43755 -0.49503  0.0903
C 1.64464 -0.08877 -0.14411  -0.8268
N -0.33538 0.85518 0.73726  -0.6490
C -1.11657 -0.08367 1.16253  0.0115
N -1.36803 -1.29127 0.51702  -0.2583
S -2.68296 -2.25989 0.94274  -0.1691
H 0.98374 1.40814 -2.22280  0.2925
H 1.11901 2.40347 -0.75734  0.3406
H -0.46148 2.11808 -1.43373  0.3325
H 2.10757 -0.55142 -1.09211  0.2729
H 1.64393 -0.87057 0.67090  0.2560
H 2.32985 0.71192 0.23094  0.3076
H -1.68310 0.11045 2.10341  0.3883
H -1.03151 -1.27340 -0.42389  0.3616
H -1.97641 -3.28768 1.46495  0.1295